Record 1
# C18H48N2O12S8

8 unconnected molecules or ions with the total composition C18H48N2O12S8 in a non-equilibrium geometry (the ωB97M-V functional and the def2-TZVPD basis, OMol25).

multiplicity	1
HOMO energy	-0.301	hartree
gap between HOMO and LUMO	8.63	eV
energy	-133670.1383	eV

XYZ file:
```
88
Properties=species:S:1:pos:R:3:mulliken_charge:R:1
N -1.0396 -6.3957 -1.5463 -0.705
C -2.3805 -5.9701 -1.9576 -0.723
C -3.3593 -5.9541 -0.7814 0.167
O -3.3941 -7.3165 -0.3015 -0.357
S -4.8645 -7.8598 -0.0324 1.055
O -5.0921 -7.8131 1.3541 -0.545
O -5.1254 -9.0807 -0.6717 -0.554
O -5.6057 -6.7438 -0.9148 -0.459
C -4.8014 -5.5752 -1.0770 0.477
N -5.3525 -4.6254 -0.0643 -0.576
C -4.7516 -3.5633 -0.0398 0.580
O -4.1481 -2.6272 0.2833 -0.357
H -1.0588 -7.3922 -1.3871 0.337
H -0.8290 -5.9598 -0.6567 0.262
H -2.2878 -4.9506 -2.3151 0.277
H -2.7001 -6.6509 -2.7360 0.429
H -2.8563 -5.3767 -0.0095 0.321
H -5.0294 -5.2214 -2.0694 0.371
C -5.0765 -0.9218 -2.5517 -0.649
S -4.3981 -2.1452 -3.6815 0.477
O -3.2986 -2.8497 -2.9559 -0.591
C -3.6447 -0.9527 -4.7919 -0.990
H -5.5709 -1.4464 -1.7369 0.221
H -4.2720 -0.3010 -2.1531 0.025
H -5.8037 -0.3072 -3.0816 0.485
H -2.9402 -0.3312 -4.2386 0.254
H -4.4238 -0.3372 -5.2406 0.404
H -3.1186 -1.5003 -5.5709 0.347
C -2.7683 2.9188 1.1209 -0.388
S -2.0057 1.6113 0.1747 0.770
O -2.3092 1.8731 -1.2659 -0.719
C -3.0873 0.2702 0.6934 -1.049
H -2.2436 3.8415 0.8852 -0.004
H -3.8218 3.0162 0.8554 0.378
H -2.6672 2.6990 2.1780 0.033
H -4.1206 0.5069 0.4321 0.316
H -3.0043 0.1012 1.7698 0.497
H -2.7732 -0.6241 0.1611 0.279
C 1.8760 1.2088 -0.9412 -0.371
S 2.2014 1.7400 0.7418 0.381
O 1.4169 2.9862 0.9733 -0.516
C 3.9052 2.2350 0.4643 -0.911
H 0.8353 0.8933 -0.9994 0.217
H 2.0482 2.0363 -1.6280 0.300
H 2.5301 0.3732 -1.1859 -0.067
H 3.9468 2.9944 -0.3153 0.324
H 4.4924 1.3665 0.1703 0.236
H 4.2944 2.6433 1.3965 0.419
C 0.1965 7.4496 1.3461 -1.054
S -0.8420 6.0530 1.7979 0.693
O -2.1365 6.6036 2.2817 -0.661
C 0.1101 5.5731 3.2435 -0.861
H -0.2419 7.9278 0.4731 0.328
H 0.2376 8.1603 2.1720 0.325
H 1.1965 7.0910 1.1026 0.329
H 0.1575 6.4069 3.9450 0.406
H 1.1115 5.2766 2.9323 0.322
H -0.3899 4.7273 3.7104 0.165
C -5.2666 0.4139 5.1237 -1.013
S -4.0321 1.6153 4.6138 0.502
O -3.2069 0.9701 3.5522 -0.622
C -3.0744 1.5626 6.1332 -1.009
H -5.9541 0.2626 4.2944 0.330
H -4.7808 -0.5291 5.3741 0.312
H -5.8127 0.8005 5.9837 0.397
H -2.7330 0.5440 6.3174 0.318
H -3.6907 1.9129 6.9608 0.414
H -2.2163 2.2206 6.0145 0.274
C 6.8029 -0.0145 -3.8075 -0.832
S 5.0861 0.1616 -3.3236 0.383
O 5.0435 1.1795 -2.2309 -0.506
C 4.9421 -1.4541 -2.5466 -0.965
H 7.1208 0.9112 -4.2804 0.304
H 7.4146 -0.1960 -2.9259 0.198
H 6.9000 -0.8379 -4.5160 0.431
H 5.6813 -1.5456 -1.7503 0.272
H 5.0943 -2.2299 -3.2962 0.402
H 3.9408 -1.5446 -2.1298 0.326
C 7.8510 1.8377 0.0305 -0.798
S 9.2571 2.1253 -1.0510 0.441
O 9.1599 1.1361 -2.1565 -0.596
C 10.5090 1.5249 0.0918 -0.954
H 6.9462 2.1094 -0.5127 0.112
H 7.8091 0.7835 0.3059 0.320
H 7.9461 2.4597 0.9209 0.469
H 10.2925 0.4921 0.3651 0.299
H 10.5219 2.1579 0.9789 0.363
H 11.4747 1.5768 -0.4063 0.331
```


Record 2
# C18H49B2N7O10

4 unconnected molecules or ions with the total composition C18H49B2N7O10 in a non-equilibrium geometry (the ωB97M-V functional and the def2-TZVPD basis, OMol25).

multiplicity	1
HOMO energy	-0.300	hartree
gap between HOMO and LUMO	6.95	eV
energy	-51714.2569	eV

XYZ file:
```
86
Properties=species:S:1:pos:R:3:mulliken_charge:R:1
C 2.6722 2.4452 1.0736 -0.528
O 1.2908 1.9677 0.9076 -0.239
C 0.6584 2.5353 -0.2933 -0.156
N 0.3386 1.5253 -1.3805 0.193
C 1.0337 0.1983 -1.1586 -0.520
N 0.6407 -0.7665 -2.2949 -0.406
C -1.1875 1.3310 -1.5014 -0.742
N -1.7723 1.6304 -2.7077 0.346
C -0.9392 2.0964 -3.8851 0.394
O -0.5874 3.3919 -4.0507 -0.622
O -0.4646 1.1471 -4.9329 -0.620
N -1.8845 0.8221 -0.2601 0.678
C -2.9009 1.7828 0.3016 -0.612
B -4.4490 1.5413 -0.1956 0.540
O -5.4155 0.7337 0.6294 -0.539
O -5.0480 2.1193 -1.4495 -0.526
B -2.4234 -0.5891 -0.4297 0.351
O -2.9639 -1.1915 -1.6632 -0.555
O -2.3495 -1.4736 0.7867 -0.598
H 2.6837 3.3153 1.8789 0.216
H 3.3789 1.5779 1.4699 0.130
H 3.1638 2.7923 0.0434 0.366
H 1.2474 3.4129 -0.7970 0.429
H -0.3881 2.9924 0.0472 -0.107
H 0.5609 -0.2908 -0.1779 0.207
H 2.1964 0.2852 -1.0554 0.276
H 1.2770 -0.6264 -3.1116 0.279
H 0.7886 -1.7146 -1.8676 0.252
H -2.8052 1.5097 -2.8010 0.410
H -2.9062 1.6393 1.4864 0.178
H -2.5646 2.8880 0.1116 0.244
H -5.5254 1.2956 1.4539 0.297
H -4.6706 3.0662 -1.5181 0.345
H -3.6543 -1.8779 -1.3771 0.340
H -1.4376 -1.9352 0.7784 0.314
C 1.9424 0.8335 7.0229 -1.464
C 1.6049 0.4941 5.5713 0.238
C 2.8196 0.0023 4.7530 -0.124
O 3.7210 1.0401 4.3547 -0.322
C 4.6388 1.4387 5.3606 -0.768
N 0.9698 1.6623 4.9434 -0.696
H 2.4566 1.7941 7.1249 0.298
H 1.0231 0.9006 7.6192 0.381
H 2.5715 0.0569 7.4709 0.319
H 0.8731 -0.3228 5.5943 0.410
H 2.4429 -0.4341 3.8196 0.266
H 3.3597 -0.7992 5.2743 0.063
H 4.9490 0.6023 5.9936 0.304
H 4.2046 2.2376 5.9646 0.265
H 5.5273 1.8475 4.8675 0.268
H 0.6576 1.3987 4.0073 0.219
H 1.7070 2.3513 4.7677 0.345
C 3.6465 -6.1037 3.8511 -1.406
C 3.9745 -4.6669 3.4456 0.282
C 4.0193 -3.6834 4.6363 -0.732
O 2.7330 -3.3034 5.1354 -0.236
C 2.1430 -4.2461 6.0165 -0.825
N 3.0145 -4.2293 2.4213 -0.734
H 2.5843 -6.2502 4.0698 0.277
H 3.9013 -6.7941 3.0365 0.361
H 4.2241 -6.4038 4.7320 0.344
H 4.9744 -4.6808 2.9946 0.408
H 4.4859 -2.7536 4.2881 0.348
H 4.6523 -4.0626 5.4494 0.451
H 2.8864 -4.7557 6.6363 0.353
H 1.5555 -4.9694 5.4480 0.260
H 1.4522 -3.7094 6.6756 0.251
H 3.2972 -3.3078 2.0832 0.261
H 2.1244 -4.0507 2.8954 0.341
C -2.4893 1.0429 -7.5426 -1.379
C -2.9933 1.6227 -8.8640 0.597
C -4.3155 2.4104 -8.7291 -0.732
O -5.4788 1.5891 -8.5865 -0.399
C -5.7019 1.1105 -7.2695 -0.604
N -3.1117 0.5359 -9.8475 -0.761
H -3.0416 0.1501 -7.2336 0.167
H -1.4359 0.7481 -7.6362 0.388
H -2.5553 1.7840 -6.7389 0.215
H -2.2287 2.3246 -9.2192 0.406
H -4.4670 2.9761 -9.6568 0.356
H -4.2637 3.1503 -7.9195 0.396
H -5.3972 1.8345 -6.5084 0.251
H -5.1832 0.1608 -7.1262 0.226
H -6.7740 0.9183 -7.1548 0.269
H -3.3527 0.9419 -10.7533 0.271
H -3.9414 -0.0104 -9.5985 0.309
```


Record 3
# C18H49BF4N3O7Ti

A molecular structure, C18H49BF4N3O7Ti in a non-equilibrium geometry (the ωB97M-V functional and the def2-TZVPD basis, OMol25).

multiplicity	5
HOMO energy (spin up / spin down)	-0.233 / -0.463	hartree
gap between HOMO and LUMO (spin up / spin down)	4.31 / 10.44	eV
expectation value of S²	6.001
net charge	+1
energy	-72913.7453	eV

XYZ file:
```
83
Properties=species:S:1:pos:R:3:lowdin_spin:R:1
Ti 0.0372 21.7310 -6.0285 3.105
O -0.5948 20.4417 -7.8812 0.147
H -1.5070 20.2252 -7.6060 0.015
C -0.5179 14.6836 -4.4240 0.001
O -0.9052 15.9602 -5.0064 0.009
C -2.2132 16.3714 -4.9552 0.002
C -2.4226 17.7063 -5.7490 0.015
N -1.1801 17.9738 -6.5956 0.033
H -1.0122 18.9105 -6.9341 0.029
H -0.4352 17.8898 -5.9187 0.039
C -0.8466 17.1066 -7.8024 0.009
C -1.9400 17.1293 -8.9019 0.003
O -3.1895 16.5419 -8.4184 0.001
C -4.2674 16.6270 -9.2641 0.000
H -0.7493 14.8099 -3.3664 0.000
H 0.5104 14.3302 -4.5002 0.000
H -1.1157 13.9433 -4.9556 0.000
H -2.5984 16.4529 -3.9387 0.000
H -2.7070 15.5964 -5.5413 0.000
H -2.6302 18.6509 -5.2463 0.010
H -3.2425 17.6341 -6.4636 0.001
H -0.5286 16.1024 -7.5220 0.001
H 0.0469 17.6698 -8.0720 0.005
H -1.4196 16.4882 -9.6134 0.000
H -2.0427 18.1426 -9.2903 0.002
H -5.2460 16.4815 -8.8065 0.000
H -4.0051 16.0110 -10.1242 0.000
H -4.3412 17.6070 -9.7355 0.000
C -5.6232 21.6072 -11.8061 0.000
O -4.6568 21.3527 -10.7771 0.000
C -4.8898 21.8289 -9.4745 0.001
C -3.7006 21.5410 -8.4900 0.005
N -2.4747 22.2364 -8.9422 0.006
H -1.6578 21.6521 -8.8359 0.006
H -2.5249 22.2660 -9.9505 0.000
C -2.2879 23.6364 -8.4066 0.012
C -1.2195 24.3947 -9.2279 0.014
O -1.1716 24.3110 -10.6719 0.003
C -1.8184 25.1893 -11.5671 0.000
H -5.5486 22.6941 -11.7707 0.000
H -6.5617 21.1744 -11.4596 0.000
H -5.2211 21.2136 -12.7397 0.000
H -5.7192 21.1837 -9.1849 0.000
H -5.1261 22.8922 -9.5131 0.000
H -3.4672 20.4764 -8.5022 0.004
H -4.0145 21.7037 -7.4590 0.001
H -2.2177 23.5259 -7.3245 0.006
H -3.2682 24.0613 -8.6229 0.001
H -0.2812 24.0944 -8.7614 0.023
H -1.2915 25.4608 -9.0128 0.001
H -2.2855 26.0204 -11.0386 0.000
H -2.4822 24.7808 -12.3291 0.000
H -0.9480 25.6537 -12.0306 0.000
C 5.4438 17.8725 -9.5530 0.001
O 4.1528 18.4881 -9.4073 0.004
C 4.1712 19.4983 -8.4076 0.007
C 2.7236 19.9630 -7.9761 0.081
N 1.7993 20.2867 -9.1133 0.021
H 1.5929 19.4925 -9.7022 0.001
H 0.8742 20.4054 -8.7257 0.019
C 2.0326 21.4057 -10.1375 0.022
C 0.6331 21.7282 -10.8539 0.007
O 0.2788 20.6281 -11.7139 0.002
C -0.9996 20.1065 -11.4553 0.002
H 5.3994 16.7834 -9.5492 0.000
H 6.2014 18.3512 -8.9325 0.000
H 5.8131 18.0144 -10.5687 0.000
H 4.5997 20.3842 -8.8765 0.001
H 4.7563 19.3095 -7.5076 0.001
H 2.8103 20.8640 -7.3688 0.090
H 2.2119 19.1598 -7.4460 0.020
H 2.9346 21.2591 -10.7316 0.000
H 2.3046 22.2733 -9.5363 0.023
H 0.6719 22.6229 -11.4752 0.000
H -0.0557 21.9834 -10.0486 0.006
H -1.7874 20.8525 -11.5604 0.000
H -1.0248 19.6971 -10.4454 0.002
H -1.2784 19.3827 -12.2212 0.000
B -2.0939 22.9587 -4.6226 0.053
F -3.1124 23.9481 -4.5556 0.002
F -2.3940 21.8692 -5.3605 0.047
F -1.0644 23.5038 -5.3257 0.064
F -1.6060 22.7640 -3.3158 0.015
```